No. 1
A 2-piece molecular cluster, C4H10NO overall in a non-equilibrium geometry. Source: OMol25; level of theory: ωB97M-V/def2-TZVPD.

Each line ends with the Löwdin charge.
Element x y z (Å)
1 C -0.117764 -0.399320 1.256972  -0.101
2 C 1.013339 0.504306 0.742642  -0.457
3 C 0.722406 1.467584 -0.120670  -0.005
4 N 2.318322 0.316687 1.366468  0.025
5 H -0.432790 -0.158671 2.285556  0.056
6 H 0.164442 -1.490012 1.241312  0.062
7 H -0.965691 -0.117525 0.539629  0.022
8 H 1.438312 2.263881 -0.333040  0.034
9 H -0.237335 1.504615 -0.641051  0.041
10 H 2.587361 -0.646625 1.537223  0.054
11 H 3.020752 0.780726 0.802691  0.050
12 C -1.900760 -0.819042 -1.738788  -0.432
13 O -1.935391 0.127319 -0.757790  -0.448
14 H -2.801023 -1.455341 -1.706559  0.019
15 H -1.838205 -0.293568 -2.749002  0.039
16 H -1.035975 -1.585013 -1.725592  0.043

Cartesian forces (eV/Å) of the 2 atoms listed first:
C 0.6 0.1 -0.6
C -0.1 -1.4 1.7

Computed properties:
HOMO ... -2.4 eV
LUMO ... 4.1895 eV
Net charge ... -1
Kohn-Sham gap ... 6.6 eV
Relative energy (zero: lowest compared OMol25 entry of this formula, charge and spin) ... 124.4 kJ/mol

No. 2
An isolated ion of composition C4H10NO and charge -1 in a non-equilibrium geometry. Source: OMol25; level of theory: ωB97M-V/def2-TZVPD.

Each line ends with the Löwdin charge.
Element x y z (Å)
1 C 0.702532 0.412737 -2.185680  -0.136
2 C 0.651836 0.189948 -0.664660  -0.287
3 C -0.768363 0.277508 -0.072678  -0.337
4 N -0.749540 0.403022 1.337252  -0.091
5 C -0.194078 -0.759534 2.151935  -0.603
6 O -0.592808 -0.897247 3.388203  -0.323
7 H 0.062463 -0.314165 -2.678253  0.059
8 H 0.429276 1.455306 -2.313869  0.058
9 H 1.696322 0.179827 -2.573124  0.054
10 H 0.967879 -0.845495 -0.501380  0.089
11 H 1.357641 0.814518 -0.121758  0.098
12 H -1.234705 -0.664777 -0.449640  0.097
13 H -1.307059 1.089036 -0.579298  0.099
14 H -1.513011 0.910989 1.752687  0.076
15 H -0.427059 -1.640234 1.471260  0.073
16 H 0.918675 -0.611439 2.039003  0.073

Cartesian forces (eV/Å) of the 2 atoms listed first:
C 0.3 -0.2 1.2
C 0.1 -1.1 -0.3

Computed properties:
HOMO ... -2.2 eV
LUMO ... 3.8346 eV
Net charge ... -1
Kohn-Sham gap ... 6.0 eV
Relative energy (zero: lowest compared OMol25 entry of this formula, charge and spin) ... 61.7 kJ/mol

No. 3
A 2-piece molecular cluster, C4H10NO overall in a non-equilibrium geometry. Source: OMol25; level of theory: ωB97M-V/def2-TZVPD.

Each line ends with the Löwdin charge.
Element x y z (Å)
1 C 2.363039 1.222942 -0.720993  -0.053
2 C 2.346325 -0.129958 -0.627840  -0.090
3 H 2.201518 1.692504 -1.668660  0.034
4 H 2.491603 1.858482 0.141409  0.041
5 H 2.176722 -0.779767 -1.511185  0.068
6 H 2.440904 -0.645114 0.305362  0.040
7 C -0.515604 -1.020654 0.671386  -0.340
8 O 0.373920 -1.630924 -0.147560  -0.016
9 C -1.532501 -0.155088 -0.118466  -0.300
10 N -2.673860 0.308747 0.645806  -0.010
11 H -1.199124 -1.724474 1.221505  0.151
12 H -0.087793 -0.361561 1.484324  0.132
13 H -0.944276 0.644474 -0.618440  0.105
14 H -1.862867 -0.841337 -0.938814  0.116
15 H -2.419985 0.455130 1.613393  0.059
16 H -3.158021 1.106597 0.268774  0.064

Cartesian forces (eV/Å) of the 2 atoms listed first:
C -0.2 -2.1 0.3
C -0.1 1.4 -1.1

Computed properties:
HOMO (spin up / spin down) ... -9.3 / -9.3 eV
LUMO (spin up / spin down) ... 1.0658 / -1.6934 eV
Kohn-Sham gap (spin up / spin down) ... 10.4 / 7.6 eV
Relative energy (zero: lowest compared OMol25 entry of this formula, charge and spin) ... 168.5 kJ/mol
Multiplicity ... 2

No. 4
C4H10NO as an isolated structure in a non-equilibrium geometry. Source: OMol25; level of theory: ωB97M-V/def2-TZVPD.

Each line ends with the Löwdin charge.
Element x y z (Å)
1 C 0.549441 0.327840 -0.286786  -0.371
2 C -0.223117 -0.775661 0.465078  -0.057
3 C -0.375132 1.198701 0.496592  -0.107
4 C 2.057354 0.219037 -0.163933  -0.046
5 N -1.535413 -1.325036 -0.115532  0.201
6 O -1.551852 1.626775 -0.092926  0.019
7 H 0.398789 0.434735 -1.376966  0.156
8 H 0.198852 -1.289762 1.413853  0.167
9 H -0.092977 1.507343 1.528857  0.157
10 H 2.483805 0.220440 0.918896  0.129
11 H 2.466474 0.999681 -0.736657  0.068
12 H 2.246875 -0.778490 -0.536462  0.085
13 H -2.254725 -0.682727 -0.342662  0.132
14 H -1.945527 -2.041591 0.558202  0.204
15 H -1.053293 -1.784513 -0.855926  0.146
16 H -1.369548 2.143229 -0.873632  0.116

Cartesian forces (eV/Å) of the 2 atoms listed first:
C -0.6 -0.6 -0.5
C -0.3 3.3 1.7

Computed properties:
HOMO ... -13.2 eV
LUMO ... -3.4772 eV
Net charge ... +1
Kohn-Sham gap ... 9.7 eV
Relative energy (zero: lowest compared OMol25 entry of this formula, charge and spin) ... 318.7 kJ/mol

No. 5
An isolated ion of composition C4H10NO and charge +1 in a non-equilibrium geometry. Source: OMol25; level of theory: ωB97M-V/def2-TZVPD.

Each line ends with the Löwdin charge.
Element x y z (Å)
1 C 1.996119 0.363050 -0.724864  0.093
2 C -0.268396 -0.595776 -0.497712  -0.295
3 C -1.266504 -1.322180 -1.310549  -0.008
4 C 0.103175 0.749322 1.759772  -0.043
5 N -0.626716 0.551062 0.446790  0.039
6 O 0.967553 -0.537877 -0.978690  -0.032
7 H 2.913181 0.101441 -1.219403  0.084
8 H 1.843522 1.102940 0.108745  0.061
9 H -1.347411 -2.383667 -1.026926  0.098
10 H -1.021592 -1.290657 -2.388314  0.108
11 H -2.307526 -0.929988 -1.123530  0.107
12 H 0.910101 1.525600 1.798251  0.097
13 H -0.607187 0.847796 2.613340  0.104
14 H 0.661770 -0.301833 2.066926  0.171
15 H -0.301380 1.476859 -0.129447  0.231
16 H -1.648710 0.643908 0.605612  0.183

Cartesian forces (eV/Å) of the 2 atoms listed first:
C -2.4 -0.4 0.9
C 1.1 0.6 1.0

Computed properties:
HOMO (spin up / spin down) ... -12.6 / -12.4 eV
LUMO (spin up / spin down) ... -4.2198 / -3.8625 eV
Net charge ... +1
Kohn-Sham gap (spin up / spin down) ... 8.4 / 8.6 eV
Relative energy (zero: lowest compared OMol25 entry of this formula, charge and spin) ... 478.4 kJ/mol

No. 6
A 2-piece molecular cluster, C4H10NO overall in a non-equilibrium geometry. Source: OMol25; level of theory: ωB97M-V/def2-TZVPD.

Each line ends with the Löwdin charge.
Element x y z (Å)
1 C 1.355329 -2.271293 -1.092427  -0.061
2 C 0.530050 -1.180861 -0.522042  -0.087
3 C 0.954841 0.052942 -0.286431  -0.062
4 N -0.013332 1.043731 0.076525  0.031
5 C 0.225503 2.230783 0.457371  0.165
6 H 1.310195 -3.118962 -0.399893  0.096
7 H 2.412134 -2.034160 -1.155684  0.088
8 H 0.952679 -2.625438 -2.045091  0.100
9 H -0.497619 -1.424026 -0.260162  0.129
10 H 1.960842 0.412295 -0.146516  0.136
11 H -0.984753 0.739669 -0.022652  0.127
12 H 1.189573 2.487293 0.876814  0.124
13 H -0.530349 3.004749 0.413564  0.124
14 H -2.529859 0.865799 2.006880  0.068
15 H -3.650700 0.862968 1.045945  0.074
16 O -2.684541 0.954504 1.053800  -0.052

Cartesian forces (eV/Å) of the 2 atoms listed first:
C 0.2 -0.6 0.9
C 0.1 -0.1 -0.3

Computed properties:
HOMO ... -14.2 eV
LUMO ... -4.9652 eV
Net charge ... +1
Kohn-Sham gap ... 9.2 eV
Relative energy (zero: lowest compared OMol25 entry of this formula, charge and spin) ... 125.1 kJ/mol

No. 7
A 2-piece molecular cluster, C4H10NO overall in a non-equilibrium geometry. Source: OMol25; level of theory: ωB97M-V/def2-TZVPD.

Each line ends with the Löwdin charge.
Element x y z (Å)
1 C -1.923311 -0.918999 1.797291  -0.099
2 C -0.867132 -0.479242 0.855286  -0.128
3 C -0.334372 -1.075495 -0.248234  -0.072
4 N 0.443049 -0.101021 -1.025302  0.001
5 C 1.161384 -0.436674 -2.095850  0.149
6 H -1.357352 -1.397457 2.657998  0.113
7 H -2.689897 -1.728127 1.405347  0.128
8 H -2.481124 -0.060519 2.198556  0.085
9 H -0.313751 0.375205 1.429980  0.149
10 H -0.038649 -2.121803 -0.188243  0.143
11 H 0.758700 0.873640 -0.570355  0.141
12 H 1.703645 0.207858 -2.828189  0.123
13 H 1.191360 -1.527732 -2.372593  0.121
14 H 0.528845 2.961403 0.548764  0.090
15 H 2.096310 2.565848 0.554480  0.129
16 O 1.160144 2.252662 0.311301  -0.073

Cartesian forces (eV/Å) of the 2 atoms listed first:
C -0.8 -2.9 0.2
C 0.8 0.7 1.6

Computed properties:
HOMO ... -13.4 eV
LUMO ... -4.8139 eV
Net charge ... +1
Kohn-Sham gap ... 8.6 eV
Relative energy (zero: lowest compared OMol25 entry of this formula, charge and spin) ... 285.4 kJ/mol

No. 8
A 2-piece molecular cluster, C4H10NO overall in a non-equilibrium geometry. Source: OMol25; level of theory: ωB97M-V/def2-TZVPD.

Each line ends with the Löwdin charge.
Element x y z (Å)
1 C -1.511866 1.336300 -0.523376  -0.022
2 C -0.800463 0.469796 0.452406  -0.281
3 C -1.092768 -0.970203 0.520981  -0.127
4 C 1.784996 -0.216085 -0.580416  0.101
5 N 2.754488 -0.899407 -0.053950  0.188
6 O -2.008016 1.335062 0.966862  0.029
7 H -1.224736 2.339244 -0.869696  0.120
8 H -2.151862 0.881000 -1.238412  0.102
9 H -0.977909 -1.354461 1.524303  0.079
10 H -0.300375 -1.510502 0.023973  0.034
11 H -2.117043 -1.331931 0.049426  0.131
12 H 1.784527 0.901204 -0.444547  0.133
13 H 1.085486 -0.738610 -1.105011  0.062
14 H -1.582306 2.141831 1.346428  0.162
15 H 3.539424 -0.484116 0.310893  0.106
16 H 2.818428 -1.899119 -0.379860  0.183

Cartesian forces (eV/Å) of the 2 atoms listed first:
C 0.7 -0.5 1.3
C 1.9 1.0 -0.8

Computed properties:
HOMO (spin up / spin down) ... -11.4 / -11.4 eV
LUMO (spin up / spin down) ... -4.8468 / -4.8472 eV
Net charge ... +1
Kohn-Sham gap (spin up / spin down) ... 6.6 / 6.6 eV
Relative energy (zero: lowest compared OMol25 entry of this formula, charge and spin) ... 566.1 kJ/mol

What did the fourth record say?
C4H10NO as an isolated structure in a non-equilibrium geometry. Source: OMol25; level of theory: ωB97M-V/def2-TZVPD.

Each line ends with the Löwdin charge.
Element x y z (Å)
1 C 0.549441 0.327840 -0.286786  -0.371
2 C -0.223117 -0.775661 0.465078  -0.057
3 C -0.375132 1.198701 0.496592  -0.107
4 C 2.057354 0.219037 -0.163933  -0.046
5 N -1.535413 -1.325036 -0.115532  0.201
6 O -1.551852 1.626775 -0.092926  0.019
7 H 0.398789 0.434735 -1.376966  0.156
8 H 0.198852 -1.289762 1.413853  0.167
9 H -0.092977 1.507343 1.528857  0.157
10 H 2.483805 0.220440 0.918896  0.129
11 H 2.466474 0.999681 -0.736657  0.068
12 H 2.246875 -0.778490 -0.536462  0.085
13 H -2.254725 -0.682727 -0.342662  0.132
14 H -1.945527 -2.041591 0.558202  0.204
15 H -1.053293 -1.784513 -0.855926  0.146
16 H -1.369548 2.143229 -0.873632  0.116

Cartesian forces (eV/Å) of the 2 atoms listed first:
C -0.6 -0.6 -0.5
C -0.3 3.3 1.7

Computed properties:
HOMO ... -13.2 eV
LUMO ... -3.4772 eV
Net charge ... +1
Kohn-Sham gap ... 9.7 eV
Relative energy (zero: lowest compared OMol25 entry of this formula, charge and spin) ... 318.7 kJ/mol